# 1
122
Properties=species:S:1:pos:R:3 method="wB97M-V/def2-TZVPD" relative_energy_kcal_mol=32.72 total_energy_ev=-280905.089 e_homo_ha=-0.2311 e_lumo_ev=-0.089
In -1.18632 0.18412 -0.86090
C -1.24738 7.10144 3.13790
C -1.02748 5.82164 3.95644
C -2.28490 5.53151 4.78734
C 0.13834 6.06470 4.91508
C -0.76131 4.65011 3.01355
C -1.69217 4.32293 2.03549
C -1.46052 3.25181 1.20322
Br -2.80777 2.85600 -0.08741
C -0.31391 2.43256 1.24785
O -0.13677 1.41461 0.44042
C 0.65047 2.78963 2.22125
C 0.37765 3.85880 3.07409
C 1.98052 2.04475 2.45071
C 1.85818 1.22874 3.74673
C 3.13068 3.05715 2.59173
C 2.39979 1.08650 1.33150
H -1.41452 7.95283 3.80204
H -2.11451 7.01562 2.48191
H -0.37587 7.31539 2.51618
H -2.49499 6.36155 5.46653
H -2.15279 4.62501 5.38105
H -3.15782 5.38846 4.14871
H -0.08654 6.92308 5.55090
H 1.06356 6.27978 4.37648
H 0.31110 5.20569 5.56664
H -2.60750 4.88864 1.91980
H 1.11082 4.08375 3.83448
H 1.63529 1.86623 4.60446
H 2.79327 0.69793 3.95068
H 1.05468 0.49269 3.65600
H 3.00912 3.73077 3.43920
H 3.21477 3.65988 1.68591
H 4.07201 2.52046 2.73427
H 1.68176 0.28426 1.19476
H 3.37507 0.66384 1.59754
H 2.49707 1.60106 0.37706
I -3.98795 1.76969 -3.29139
C -4.01469 0.58209 -5.04590
I -3.22454 -1.35370 -4.73301
H -3.37916 1.06908 -5.77312
H -5.03939 0.50442 -5.38453
C 1.57009 -5.37141 0.88245
N 1.11864 -4.48399 -0.26494
C 2.35435 -3.99227 -1.01931
N 3.25441 -3.33019 -0.14068
C 3.63412 -4.21473 0.95150
N 2.48824 -4.68449 1.73092
C 1.85449 -3.58064 2.47463
P 1.19443 -2.21458 1.39103
C 0.29029 -3.34313 0.25240
C 2.71326 -2.04709 0.33277
H 2.04672 -6.24400 0.43257
H 0.67375 -5.66672 1.42835
H 0.54151 -5.01363 -0.92301
H 1.99607 -3.33235 -1.80728
H 2.81579 -4.88242 -1.45065
H 4.31876 -3.69012 1.61633
H 4.14676 -5.08468 0.53395
H 2.58952 -3.16938 3.16902
H 1.03446 -3.98345 3.07320
H -0.04873 -2.78088 -0.61447
H -0.57741 -3.77252 0.75115
H 3.48369 -1.51945 0.89711
H 2.44707 -1.42166 -0.52504
C 0.21196 -0.62579 -2.18483
C -0.04156 -1.88725 -2.84588
C -1.17096 -2.71200 -2.60057
C -1.30548 -3.98375 -3.13313
C -0.33865 -4.51698 -3.98256
C 0.75810 -3.71629 -4.29338
C 0.90472 -2.45468 -3.74422
H -1.96026 -2.33046 -1.95823
H -2.19698 -4.55802 -2.90183
H -0.46255 -5.49622 -4.42594
H 1.51940 -4.08451 -4.97262
H 1.79838 -1.89119 -3.98400
C -1.88427 -5.84601 3.43511
C -2.18315 -4.58916 2.66092
C -1.81744 -3.34010 3.14851
C -2.10091 -2.16383 2.45689
C -1.71567 -0.84673 3.07356
C -2.77800 -2.24382 1.22592
Se -3.31810 -0.60329 0.36874
C -3.18079 -3.49227 0.72851
C -4.00430 -3.64566 -0.52205
C -2.86226 -4.64219 1.45043
H -1.24959 -5.63856 4.29688
H -1.38374 -6.59351 2.81487
H -2.80304 -6.30576 3.80371
H -1.31266 -3.27246 4.10755
H -1.07937 -1.00572 3.94535
H -2.60760 -0.30054 3.38753
H -1.18896 -0.20263 2.36848
H -3.89223 -2.80213 -1.19901
H -5.06371 -3.70247 -0.25920
H -3.74763 -4.56885 -1.04382
H -3.17920 -5.60511 1.05969
Ge 1.24706 0.66037 -3.20373
C 0.57638 0.90877 -5.04407
C 0.88508 -0.01230 -6.04756
C 0.40259 0.13609 -7.34064
C -0.38414 1.23065 -7.66816
C -0.67566 2.17487 -6.69388
C -0.20737 2.00807 -5.39616
C 1.34451 2.41711 -2.35164
C 2.57776 2.92058 -1.94169
C 2.67792 4.15472 -1.31167
C 1.53849 4.91024 -1.07781
C 0.30243 4.43179 -1.48919
C 0.21286 3.20053 -2.12267
H 2.72536 0.21564 -3.38914
H 1.51807 -0.86206 -5.82605
H 0.64842 -0.60052 -8.09574
H -0.75390 1.35536 -8.67837
H -1.25990 3.05316 -6.94559
H -0.43943 2.76907 -4.66156
H 3.47849 2.34131 -2.11547
H 3.64769 4.52342 -0.99923
H 1.61124 5.86667 -0.57493
H -0.59466 5.01135 -1.30920
H -0.76850 2.85136 -2.43077

# 2
123
Properties=species:S:1:pos:R:3 method="wB97M-V/def2-TZVPD" relative_energy_kcal_mol=11.62 total_energy_ev=-105845.273 e_homo_ha=-0.2364 e_lumo_ev=0.321
Ti -0.12250 -1.07104 -0.78400
C -3.54560 0.15575 0.33763
C -3.82386 -0.25542 -1.08005
C -4.90398 0.33325 -1.73047
C -5.23453 0.00178 -3.03292
C -4.46198 -0.92437 -3.70598
C -3.36336 -1.52419 -3.09976
C -2.52595 -2.46653 -3.92172
C -3.04608 -1.20323 -1.76883
N -1.90477 -1.82070 -1.16206
C -1.89223 -3.22022 -1.10286
C -3.15841 -4.02888 -1.08440
C -0.66914 -3.79861 -1.07376
C -0.46749 -5.28364 -0.97624
N 0.40980 -2.90332 -1.08608
C 1.71434 -3.36399 -1.40564
C 2.11413 -3.45294 -2.74432
C 1.14213 -3.14386 -3.84678
C 3.41075 -3.87181 -3.03270
C 4.29044 -4.22352 -2.02138
C 3.86588 -4.18420 -0.70195
C 2.57964 -3.76413 -0.37835
C 2.08844 -3.81060 1.03909
H -4.32473 0.83300 0.68840
H -2.59255 0.67731 0.41172
H -3.50292 -0.69896 1.00432
H -5.49917 1.06062 -1.19022
H -6.08162 0.46835 -3.51963
H -4.69156 -1.17769 -4.73501
H -2.36231 -2.04152 -4.91314
H -3.02498 -3.43059 -4.05145
H -1.56062 -2.64218 -3.46163
H -4.03319 -3.38652 -0.99136
H -3.16102 -4.72769 -0.24426
H -3.27611 -4.61771 -1.99818
H -0.94728 -5.69347 -0.08269
H 0.59134 -5.53836 -0.93692
H -0.89720 -5.80109 -1.83811
H 0.63799 -2.19119 -3.68601
H 0.36575 -3.91118 -3.89187
H 1.64373 -3.12115 -4.81486
H 3.72708 -3.93437 -4.06803
H 5.29437 -4.54977 -2.26160
H 4.53362 -4.49944 0.09238
H 2.89609 -4.06885 1.72565
H 1.30621 -4.56463 1.15146
H 1.64877 -2.85830 1.33411
O -0.67575 -0.08204 -3.05722
N -1.01607 0.94590 -2.50131
O -0.81905 0.90011 -1.22086
C -2.44799 -2.68435 2.17139
C -0.94008 -2.49831 2.04219
C -0.32549 -2.54430 3.44306
C -0.52118 -1.20292 1.32009
H -2.67626 -3.63764 2.65588
H -2.94232 -2.67486 1.20253
H -2.87922 -1.88884 2.78698
H -0.56039 -3.35974 1.48358
H -0.67598 -1.69565 4.03557
H 0.76678 -2.49368 3.40509
H -0.60075 -3.46326 3.96866
H 0.43170 -0.88084 1.75191
H -1.23015 -0.39809 1.54737
C 3.73570 -0.92705 1.82207
P 3.21360 -0.11262 0.30688
C 3.45968 1.63884 0.63209
C 4.42993 -0.57299 -0.93211
O 1.80077 -0.48489 -0.04919
H 4.67120 -0.49555 2.17903
H 3.87608 -1.99044 1.63499
H 2.96244 -0.80091 2.58151
H 4.51334 1.81254 0.85898
H 2.85731 1.94453 1.48639
H 3.18504 2.24421 -0.22971
H 5.42430 -0.58217 -0.48296
H 4.41896 0.13242 -1.76091
H 4.18922 -1.57016 -1.30529
N 2.77081 3.75817 -2.68314
C 2.77388 2.45745 -3.14147
C 2.05528 1.46276 -2.45885
N 2.07401 0.19996 -2.83377
C 2.79669 -0.08956 -3.92118
C 3.51287 0.88865 -4.58338
N 3.51579 2.16634 -4.20047
H 1.94510 4.05260 -2.18648
H 3.11720 4.42996 -3.35006
H 1.45575 1.72296 -1.59172
H 2.82465 -1.11621 -4.24959
H 4.10705 0.64222 -5.45546
C 2.47575 6.74395 2.82457
C 2.04975 6.58484 1.51209
C 1.29847 5.47315 1.16068
C 0.95178 4.50919 2.10740
C 1.38265 4.68184 3.41902
C 2.14124 5.79173 3.77523
Sb -0.13850 2.78249 1.41411
C -0.73374 2.09734 3.35277
C 0.18162 1.33159 4.07380
C -0.13624 0.83694 5.33024
C -1.39123 1.08226 5.87091
C -2.31839 1.82343 5.15275
C -1.99035 2.33114 3.90129
C -1.89169 3.89520 0.90968
C -2.30162 5.00549 1.64720
C -3.44769 5.70114 1.29021
C -4.19135 5.29747 0.18834
C -3.78478 4.20218 -0.55883
C -2.63724 3.50373 -0.20153
H 3.06204 7.60961 3.10458
H 2.29988 7.32825 0.76557
H 0.95802 5.37030 0.13400
H 1.11603 3.95575 4.17852
H 2.46441 5.91605 4.80142
H 1.15670 1.10884 3.64930
H 0.58600 0.24621 5.88006
H -1.64835 0.68826 6.84571
H -3.30147 2.00713 5.56783
H -2.72445 2.90763 3.35058
H -1.72117 5.33205 2.50328
H -3.76012 6.56055 1.87021
H -5.08599 5.84080 -0.08914
H -4.35656 3.88706 -1.42271
H -2.32320 2.65358 -0.78976

# 3
122
Properties=species:S:1:pos:R:3 method="wB97M-V/def2-TZVPD" relative_energy_kcal_mol=0.00 total_charge=-1 total_energy_ev=-107653.381 e_homo_ha=-0.1405 e_lumo_ev=2.237
Pt 0.43953 -0.34315 0.32953
C 4.05261 -0.21548 6.80208
C 4.32823 0.36825 5.57031
C 3.46775 0.17228 4.50346
C 2.32360 -0.62221 4.63052
C 2.06465 -1.20516 5.86761
C 2.91824 -0.99835 6.94595
P 1.26095 -0.73655 3.11622
C -0.07652 -1.79913 3.78208
C -1.11024 -1.15492 4.46164
C -2.18729 -1.86872 4.96507
C -2.25744 -3.24258 4.77102
C -1.24216 -3.89116 4.08300
C -0.15557 -3.17544 3.59857
C 2.25297 -1.81075 2.04497
C 3.26440 -2.66624 2.47051
C 4.02023 -3.36426 1.54065
C 3.75793 -3.18447 0.18951
C 2.74314 -2.33491 -0.23122
C 1.95579 -1.62565 0.67697
H 4.71902 -0.05951 7.64172
H 5.21248 0.98127 5.44396
H 3.68343 0.63685 3.54602
H 1.18987 -1.83121 5.99526
H 2.69656 -1.46117 7.90058
H -1.06901 -0.07729 4.58920
H -2.97855 -1.35204 5.49693
H -3.10793 -3.80255 5.14206
H -1.30128 -4.95855 3.90836
H 0.62763 -3.68386 3.04934
H 3.46980 -2.77286 3.53099
H 4.81398 -4.02720 1.86396
H 4.36306 -3.69938 -0.54942
H 2.58135 -2.19796 -1.29240
C -4.84860 0.55842 -0.64777
C -5.38033 1.00563 0.68438
C -6.71762 0.81450 1.01492
C -7.24150 1.24909 2.22390
C -6.42303 1.88912 3.14021
C -5.07989 2.06864 2.84635
C -4.55707 1.63266 1.63344
N -3.18955 1.85224 1.35188
C -2.28010 0.85163 1.05387
N -2.64956 -0.36650 1.49494
C -2.19542 -1.65024 1.11036
C -0.90257 -1.84671 0.62057
C -0.60340 -3.17215 0.25694
C -1.50293 -4.21469 0.39637
C -2.75716 -3.97542 0.93780
C -3.12025 -2.69081 1.30483
C -4.47124 -2.44089 1.92368
N -1.16806 1.10872 0.44082
C -0.97876 2.48655 0.10300
C -1.43325 2.97173 -1.11838
C -1.26030 4.30408 -1.45665
C -0.63974 5.16241 -0.56037
C -0.20746 4.68019 0.66306
C -0.36960 3.34570 1.02214
C 0.14027 2.82995 2.33194
H -5.65608 0.49403 -1.37633
H -4.37184 -0.42337 -0.58281
H -4.09407 1.25111 -1.02141
H -7.36600 0.32946 0.29406
H -8.28939 1.09186 2.44586
H -6.82100 2.23411 4.08567
H -4.41464 2.54069 3.55908
H -2.82333 2.78973 1.39596
H -3.48133 -0.36232 2.06167
H 0.38172 -3.40027 -0.12367
H -1.21530 -5.21744 0.10069
H -3.46362 -4.78603 1.08199
H -5.02418 -3.37656 2.00258
H -5.08083 -1.74246 1.34229
H -4.38407 -2.03509 2.93826
H -1.90185 2.26947 -1.79855
H -1.59916 4.66868 -2.41749
H -0.48844 6.20400 -0.81568
H 0.28492 5.34855 1.36066
H 0.43421 3.65223 2.98534
H 0.99933 2.17521 2.16975
H -0.60000 2.21432 2.84821
C 2.34893 4.18362 -3.56737
Si 1.57705 2.68936 -4.40471
C -0.25277 3.05389 -4.69042
C 2.30250 2.55527 -6.14705
Si 1.96688 0.75670 -3.10819
Te 2.22253 1.43215 -0.70874
Si 4.08641 0.03800 -3.84000
C 5.25714 1.51395 -3.77242
C 4.07011 -0.64739 -5.60300
C 4.83663 -1.29769 -2.75770
Si 0.27710 -0.74542 -3.75643
C -1.41760 -0.19401 -3.16220
C 0.58580 -2.51462 -3.22266
C 0.23788 -0.76482 -5.64857
H 2.09136 5.10662 -4.09592
H 3.43737 4.09466 -3.53693
H 1.99574 4.25744 -2.53581
H -0.38649 4.08549 -5.03045
H -0.84119 2.91566 -3.78493
H -0.65946 2.39294 -5.45987
H 2.06476 3.45287 -6.72660
H 1.89492 1.69370 -6.68063
H 3.38815 2.45333 -6.12290
H 4.98549 2.27877 -4.50190
H 6.28808 1.20656 -3.96997
H 5.22039 1.96905 -2.77927
H 3.61943 0.04764 -6.31125
H 3.50157 -1.58049 -5.64148
H 5.08770 -0.86468 -5.94205
H 4.80135 -1.00414 -1.70662
H 5.88043 -1.46778 -3.03941
H 4.30076 -2.24371 -2.86107
H -1.41042 -0.10946 -2.07233
H -2.18719 -0.91721 -3.44937
H -1.68041 0.77379 -3.59384
H 0.63169 -2.58956 -2.13689
H 1.52447 -2.88968 -3.64044
H -0.22579 -3.16442 -3.56395
H -0.06315 0.20271 -6.05578
H -0.48148 -1.51318 -5.99563
H 1.21413 -1.01557 -6.06865